# 1
C5H8O | ωB97M-V/def2-TZVPD

E_tot ... -270.465681 hartree
E_LUMO ... 0.036 hartree
2S+1 ... 1

Structure (XYZ):
```
14
C5H8O | the OMol25 dataset | ωB97M-V/def2-TZVPD
O -1.03350 1.87524 0.60711
C 0.78467 0.16231 0.73519
C -1.62667 -0.79218 -1.56039
C -0.75474 0.48258 0.61161
C -1.33439 -0.19437 -0.55743
C 1.46235 -0.60224 -0.41819
H -1.25517 0.11578 1.51601
H 0.92686 -0.39111 1.66943
H 0.70926 -1.05098 -1.07043
H -1.88972 -1.33569 -2.44042
H 2.08281 0.04697 -1.04471
H 2.09053 -1.41933 -0.05001
H 1.26004 1.13627 0.89062
H -0.80695 2.22251 -0.26732
```

# 2
C5H8O | ωB97M-V/def2-TZVPD

E_tot ... -270.442175 hartree
E_LUMO ... 0.041 hartree
2S+1 ... 1

Structure (XYZ):
```
14
C5H8O | the OMol25 dataset | ωB97M-V/def2-TZVPD
O -0.47006 0.63076 -2.19621
C -0.24411 0.67771 0.38776
C 0.75808 0.03286 1.29372
C 0.17713 0.28128 -0.99326
C -0.69733 0.01244 1.66900
C -0.25303 -0.75083 -1.93001
H 0.54410 -1.23132 -2.49982
H -1.15357 -1.34736 -1.80171
H 1.60979 0.63908 1.57929
H 1.25211 0.49561 -1.03510
H 1.05242 -0.94314 0.90723
H -0.31068 1.75953 0.49411
H -1.17168 -0.96409 1.71616
H -1.09316 0.70747 2.40885
```

# 3
C5H8O | ωB97M-V/def2-TZVPD

E_tot ... -270.476273 hartree
E_LUMO ... 0.032 hartree
2S+1 ... 1

Structure (XYZ):
```
14
C5H8O | the OMol25 dataset | ωB97M-V/def2-TZVPD
O 1.16443 -1.50167 0.43539
C -0.63019 1.14355 0.57665
C -0.82371 -0.33917 0.75387
C 0.56658 0.23619 -1.22334
C 0.28769 1.43088 -0.35734
C 0.10496 -0.95870 -0.32227
H -1.16252 1.86955 1.18168
H 0.78364 -1.45552 1.36996
H -1.86060 -0.68382 0.81111
H -0.29252 -0.87175 1.91185
H 0.79366 2.38997 -0.48052
H 1.58680 0.17870 -1.62635
H -0.10908 0.28330 -2.09466
H -0.40915 -1.72150 -0.93604
```

# 4
C5H8O | ωB97M-V/def2-TZVPD

E_tot ... -270.507603 hartree
E_LUMO ... 0.036 hartree
2S+1 ... 1

Structure (XYZ):
```
14
C5H8O | the OMol25 dataset | ωB97M-V/def2-TZVPD
O -1.83058 -1.19549 0.85398
C 0.78512 -0.38172 0.93406
C 0.18938 -0.91620 -0.37262
C 0.71105 0.50858 -0.24215
C -0.18981 1.70821 -0.35021
C -1.20213 -1.38139 -0.16505
H 1.66159 0.60636 -0.76351
H -0.29558 1.98086 -1.40569
H 0.72540 -1.49582 -1.12863
H -1.18358 1.49913 0.05770
H 0.23062 2.56778 0.18125
H 1.71164 -0.80145 1.30283
H 0.03614 -0.19214 1.70647
H -1.62948 -2.02069 -0.95962
```

# 5
C5H8O | ωB97M-V/def2-TZVPD

E_tot ... -270.451398 hartree
E_LUMO ... 0.034 hartree
2S+1 ... 1

Structure (XYZ):
```
14
C5H8O | the OMol25 dataset | ωB97M-V/def2-TZVPD
O -2.03029 -0.82647 -0.63852
C 0.21289 -0.11756 -0.88085
C 1.24347 -0.22997 -0.07574
C 2.28455 0.69255 0.45927
C -0.84559 -0.79157 -1.28704
C -2.21023 0.12312 0.39869
H 2.10932 0.77443 1.54017
H -2.32430 1.10864 -0.06196
H -0.84124 -1.40775 -2.18004
H 3.26758 0.22462 0.33287
H -3.12274 -0.16684 0.91783
H 1.33012 -1.23211 0.34716
H -1.37058 0.15298 1.09735
H 2.29704 1.69593 0.03082
```

# 6
C5H8O | ωB97M-V/def2-TZVPD

E_tot ... -270.499244 hartree
E_LUMO ... 0.030 hartree
2S+1 ... 1

Structure (XYZ):
```
14
C5H8O | the OMol25 dataset | ωB97M-V/def2-TZVPD
O 1.01517 0.58394 -0.97183
C 1.08256 -0.45611 1.15180
C -1.79973 -0.07731 -1.33671
C 0.35264 -0.23753 -0.09527
C -0.91329 -0.62386 -0.27588
C 2.04996 0.34895 1.59996
H -2.36446 -0.85004 -1.86584
H 2.22266 1.29756 1.11977
H 0.73631 -1.16679 1.89456
H -2.61236 0.47945 -0.85858
H -1.34858 0.54750 -2.09574
H 2.47965 0.12861 2.56692
H 0.46729 1.31705 -1.27685
H -1.36781 -1.29142 0.44368
```

# 7
C5H8O | ωB97M-V/def2-TZVPD

E_tot ... -270.459215 hartree
E_LUMO ... 0.021 hartree
2S+1 ... 1

Structure (XYZ):
```
14
C5H8O | the OMol25 dataset | ωB97M-V/def2-TZVPD
O 1.70021 0.55212 0.05566
C -0.31538 1.00257 1.25178
C -1.62993 0.96925 1.54399
C -0.27505 -0.50397 -0.79443
C 0.62955 -0.98745 -1.87741
C 0.29754 0.39676 0.06097
H 2.01490 0.02497 0.79208
H 1.46245 -1.53753 -1.39934
H -1.26133 -0.75650 -0.44506
H 0.21281 -1.83560 -2.42204
H 1.12945 -0.17569 -2.39914
H -2.03234 1.43848 2.42636
H 0.44016 1.15400 2.01630
H -2.37304 0.25858 1.19029
```

# 8
C5H8O | ωB97M-V/def2-TZVPD

E_tot ... -270.451707 hartree
E_LUMO ... 0.034 hartree
2S+1 ... 1

Structure (XYZ):
```
14
C5H8O | the OMol25 dataset | ωB97M-V/def2-TZVPD
O 0.77016 -0.89804 1.38360
C -0.42960 0.78568 -0.66660
C 0.72337 0.36746 1.70697
C 0.26008 -0.54072 -0.99018
C 0.13854 -1.46944 0.19781
C -0.09355 1.23849 0.77011
H 0.65864 -2.41693 0.04493
H 1.32524 -0.38567 -1.20125
H -1.51331 0.66598 -0.78238
H -0.18495 -1.01279 -1.87292
H 0.38745 2.22111 0.78891
H -1.00798 1.38967 1.36526
H -0.11912 1.55205 -1.38454
H -0.90789 -1.67633 0.44880
```

# 9
C5H8O | ωB97M-V/def2-TZVPD

E_tot ... -270.386433 hartree
E_LUMO ... 0.037 hartree
2S+1 ... 1

Structure (XYZ):
```
14
C5H8O | the OMol25 dataset | ωB97M-V/def2-TZVPD
O -0.43401 -1.20463 1.16798
C 0.95022 -0.60321 -0.26757
C 0.83460 -0.51402 1.23972
C -0.22113 -1.59455 -0.15882
C -0.89899 1.27302 -0.31621
C -0.16724 0.11812 -0.95579
H 0.75237 0.47263 1.70869
H -0.99294 -0.88827 -0.95377
H -0.24986 2.14226 -0.15298
H 1.57434 -1.12564 1.76612
H 1.88189 -0.79752 -0.79425
H 0.00102 0.15965 -2.03161
H -1.30528 0.96208 0.65323
H -1.73389 1.59004 -0.94730
```

# 10
C5H8O | ωB97M-V/def2-TZVPD

E_tot ... -270.452888 hartree
E_LUMO ... 0.040 hartree
2S+1 ... 1

Structure (XYZ):
```
14
C5H8O | the OMol25 dataset | ωB97M-V/def2-TZVPD
O 1.19803 -0.00703 -1.29471
C -0.17007 -0.40610 -1.54745
C 1.16993 -0.48774 0.02211
C -0.34141 -1.08251 -0.20991
C -0.52308 1.26157 1.00750
C 0.01574 -0.12716 0.86965
H 0.11273 -0.67427 1.80878
H -1.57131 1.22502 1.31046
H -0.70399 -2.09809 -0.10096
H 2.17547 -0.63100 0.44841
H -0.24496 -1.08968 -2.39639
H 0.05998 1.79765 1.76286
H -0.43892 1.81084 0.06538
H -0.73812 0.50850 -1.74574
```

# 11
C5H8O | ωB97M-V/def2-TZVPD

E_tot ... -270.483753 hartree
E_LUMO ... 0.036 hartree
2S+1 ... 1

Structure (XYZ):
```
14
C5H8O | the OMol25 dataset | ωB97M-V/def2-TZVPD
O -0.85203 -1.46763 -1.13771
C -0.99789 0.74995 0.09765
C -0.22343 -0.39430 -0.54656
C 0.71050 -0.52969 0.60665
C -0.08219 0.54207 1.34108
C 1.21270 -0.06117 -0.74817
H 0.46677 1.41801 1.67790
H 1.71822 -0.83109 -1.32949
H -0.68106 0.10265 2.14835
H -0.95232 1.74005 -0.38729
H -2.05713 0.49569 0.24332
H 1.55768 0.95819 -0.91351
H 1.10745 -1.46503 1.01980
H -0.92726 -1.25773 -2.07203
```

# 12
C5H8O | ωB97M-V/def2-TZVPD

E_tot ... -270.487734 hartree
E_LUMO ... 0.037 hartree
2S+1 ... 1

Structure (XYZ):
```
14
C5H8O | the OMol25 dataset | ωB97M-V/def2-TZVPD
O -0.83121 0.24788 1.96371
C -0.01278 0.53094 -1.34504
C -0.30313 -0.03878 0.71480
C -1.17876 -0.10312 -0.52750
C 1.00729 -0.72418 0.51781
C 0.80234 0.65551 -0.05909
H -1.55544 -1.08646 -0.83601
H -0.46110 -0.37588 2.59868
H -0.27569 1.48965 -1.80018
H 1.63851 -0.75423 1.40493
H 0.43293 -0.11605 -2.10969
H -2.01941 0.59048 -0.43667
H 1.11182 -1.58787 -0.14134
H 1.41934 1.49845 0.23948
```

Energy above the lowest of the compared OMol25 structures with the same formula, charge and spin / eV: 2.509; 3.149; 2.221; 1.368; 2.898; 1.596; 2.685; 2.889; 4.666; 2.857; 2.017; 1.909